Formula: C18H42F12O19S11Zn2
Source: the OMol25 dataset
Level of theory: ωB97M-V/def2-TZVPD

CARTESIAN COORDINATES (ANGSTROEM)
1 C -2.52 -0.84 -5.83
2 H 2.68 -3.10 -0.12
3 C -2.83 -5.55 -1.76
4 O 1.74 2.80 -6.44
5 F -2.31 -0.18 -6.95
6 F 4.00 1.27 -5.29
7 S -0.63 2.36 4.88
8 O -1.59 -0.68 -1.03
9 O -1.80 1.42 4.87
10 O -5.02 2.96 -1.92
11 S 1.97 2.90 -5.03
12 O -0.58 0.97 0.43
13 H 2.15 -3.09 2.63
14 O -3.00 -0.53 -3.28
15 H 6.09 2.37 3.64
16 O 2.38 -5.37 1.54
17 H -0.42 4.66 4.83
18 H -1.64 -2.88 1.55
19 H 2.27 4.32 0.60
20 H 4.24 -3.90 -0.02
21 H 4.69 3.03 4.50
22 F -3.21 4.69 -0.14
23 C 2.05 -3.43 3.65
24 H -2.11 4.11 4.18
25 C -2.63 -3.18 1.91
26 C 4.89 0.66 1.61
27 H -1.74 4.20 5.90
28 H 5.65 1.20 1.04
29 H -0.07 6.73 -1.28
30 F 2.14 0.25 -4.81
31 O -4.14 1.00 -4.80
32 H -3.91 -5.74 -1.71
33 H -0.85 2.24 2.57
34 H 1.96 2.72 -0.22
35 H -2.19 -1.01 3.81
36 H -1.61 -0.49 2.20
37 O -3.19 -2.88 -2.09
38 F -2.56 2.92 0.91
39 C -1.31 4.04 4.92
40 H -3.17 -4.39 -5.03
41 C 2.11 -0.73 4.13
42 H -2.44 -5.33 -0.77
43 O 4.11 3.22 1.78
44 F 1.05 -1.25 0.63
45 H -4.07 -5.46 -4.04
46 H 2.49 -4.41 3.81
47 C 2.89 1.34 -4.57
48 O -3.81 1.06 -1.00
49 H -3.06 -3.93 1.25
50 H 5.07 1.36 4.73
51 H 1.91 -0.75 3.06
52 O 4.34 -2.13 4.02
53 F 3.20 1.34 -3.27
54 F -1.44 -1.57 -5.53
55 S -2.91 0.34 -4.45
56 C 0.34 6.04 -0.55
57 C 0.77 -4.88 -0.46
58 H -4.56 -3.69 -4.12
59 H 5.28 -0.12 2.26
60 F 2.13 -0.12 -0.87
61 S -2.58 -4.07 -2.77
62 O -2.61 2.77 -2.19
63 O -0.29 1.07 -2.00
64 S -3.67 -1.71 2.01
65 H 4.19 0.22 0.91
66 O -1.78 1.26 -4.38
67 C 1.57 3.71 0.02
68 H -2.36 -6.44 -2.17
69 F -4.64 3.45 0.89
70 H 0.65 3.24 2.95
71 C 5.07 2.16 3.98
72 H 1.00 -3.35 3.94
73 F -3.56 -1.66 -5.98
74 Zn -0.94 2.62 -3.23
75 O 0.75 2.82 -4.20
76 H 0.61 1.46 3.16
77 S 2.98 -2.22 4.65
78 F 0.99 -1.83 -1.46
79 H 0.03 -5.66 -0.27
80 H 1.20 -0.60 4.72
81 H 2.64 0.20 4.35
82 H 1.09 6.58 0.03
83 H 0.79 -4.76 -1.55
84 H 0.57 -3.95 0.07
85 C -3.76 -4.42 -4.11
86 S 4.00 1.94 2.55
87 H -0.43 5.67 0.13
88 Zn -3.68 -0.98 -1.37
89 C 1.03 -0.79 -0.62
90 S -3.78 2.47 -1.39
91 H 3.33 -3.87 -1.58
92 O -3.76 -1.15 0.61
93 C -2.50 -0.65 2.83
94 H -2.50 -3.47 2.95
95 H -2.89 0.35 2.99
96 C 0.03 2.38 3.19
97 S 2.40 -5.46 0.06
98 H 0.73 3.57 0.70
99 O -0.31 3.93 -1.79
100 C -3.52 3.44 0.17
101 C 3.26 -3.94 -0.49
102 S -0.50 0.26 -0.82
103 O 2.88 3.92 -4.56
104 S 0.99 4.62 -1.41

Computed properties:
E_tot: -306881.789 eV
multiplicity: 1
strongest force on any atom: 1.961 eV/A